1.
Density functional theory data (ωB97M-V/def2-TZVPD) for C49H49NO3PRuSSb as an isolated structure.

Cartesian coordinates (Å):
1 Ru -0.7642 -0.2780 -0.6758
2 O -3.4965 2.1159 0.5463
3 S -3.5796 0.4051 0.8910
4 O -2.9346 -0.0716 -0.3764
5 O -2.6725 0.2612 2.0296
6 C -2.9503 2.9227 1.5011
7 C -3.8070 3.7263 2.2472
8 C -3.2985 4.6172 3.1745
9 C -1.9235 4.7112 3.3659
10 C -1.0753 3.9056 2.6266
11 C -1.5710 2.9943 1.6942
12 P -0.4093 2.0532 0.6267
13 C 0.0740 3.4281 -0.4878
14 C -0.7725 3.6412 -1.5757
15 C -0.5734 4.7180 -2.4262
16 C 0.4748 5.5978 -2.1983
17 C 1.3064 5.4084 -1.1039
18 C 1.1018 4.3359 -0.2479
19 C 1.0192 1.8170 1.7381
20 C 0.8132 1.5362 3.0876
21 C 1.8836 1.2509 3.9218
22 C 3.1773 1.2565 3.4226
23 C 3.3935 1.5306 2.0796
24 C 2.3222 1.7986 1.2410
25 H -4.8707 3.6362 2.0713
26 H -3.9727 5.2403 3.7482
27 H -1.5159 5.4121 4.0824
28 H -0.0051 3.9906 2.7713
29 H -1.6040 2.9704 -1.7446
30 H -1.2402 4.8665 -3.2661
31 H 0.6368 6.4357 -2.8644
32 H 2.1143 6.1023 -0.9093
33 H 1.7479 4.2177 0.6121
34 H -0.1916 1.5671 3.4897
35 H 1.7047 1.0350 4.9676
36 H 4.0128 1.0415 4.0764
37 H 4.3995 1.5368 1.6785
38 H 2.5067 2.0097 0.1962
39 C -3.0357 -3.2734 -0.9813
40 C -1.9296 -4.2855 -0.8510
41 C -1.9684 -5.4345 -1.6365
42 C -0.9489 -6.3733 -1.5963
43 C 0.1356 -6.1731 -0.7586
44 C 0.1824 -5.0393 0.0405
45 C -0.8397 -4.0956 0.0109
46 Sb -0.6852 -2.3243 1.2118
47 C 1.2242 -2.6837 2.0814
48 C 2.2262 -1.8180 1.6507
49 C 3.5373 -1.9661 2.0808
50 C 3.8446 -2.9730 2.9783
51 C 2.8457 -3.8243 3.4299
52 C 1.5290 -3.7063 2.9928
53 C 0.5017 -4.6711 3.5254
54 C -2.0425 -2.8870 2.7580
55 C -2.9426 -3.9223 2.5302
56 C -3.8332 -4.3171 3.5195
57 C -3.8145 -3.6805 4.7489
58 C -2.9034 -2.6618 4.9859
59 C -2.0074 -2.2517 4.0048
60 C -0.9960 -1.1843 4.3030
61 H -3.9024 -3.7060 -1.4812
62 H -2.7107 -2.4135 -1.5717
63 H -3.3683 -2.8824 -0.0183
64 H -2.8140 -5.5892 -2.2970
65 H -1.0031 -7.2564 -2.2201
66 H 0.9436 -6.8928 -0.7242
67 H 1.0407 -4.8883 0.6852
68 H 1.9847 -1.0163 0.9588
69 H 4.3044 -1.2937 1.7203
70 H 4.8612 -3.1017 3.3282
71 H 3.0931 -4.6119 4.1325
72 H 0.9910 -5.5601 3.9223
73 H -0.2048 -4.9870 2.7580
74 H -0.0841 -4.2218 4.3312
75 H -2.9455 -4.4464 1.5827
76 H -4.5337 -5.1194 3.3265
77 H -4.5059 -3.9773 5.5275
78 H -2.8848 -2.1710 5.9522
79 H -1.2745 -0.6101 5.1866
80 H -0.9219 -0.4916 3.4661
81 H -0.0047 -1.6161 4.4724
82 C 2.1606 -2.2546 -3.4398
83 C 1.5170 -1.0889 -2.6909
84 C 2.5833 -0.2201 -2.0352
85 C 0.5389 -1.6138 -1.6440
86 H 2.8831 -1.8994 -4.1787
87 H 1.4080 -2.8504 -3.9597
88 H 2.6873 -2.9148 -2.7442
89 H 0.9750 -0.4733 -3.4108
90 H 3.1553 -0.8034 -1.3052
91 H 2.1236 0.6165 -1.5083
92 H 3.2842 0.1841 -2.7693
93 H 1.1132 -2.2356 -0.9452
94 H -0.1811 -2.2946 -2.1207
95 N -0.9291 0.5907 -2.2938
96 C -1.4862 0.7721 -3.5005
97 C -0.8160 1.5213 -4.4928
98 C -1.4038 1.7193 -5.7261
99 C -2.6585 1.1850 -6.0071
100 C -3.3315 0.4497 -5.0339
101 C -2.7647 0.2437 -3.7930
102 H 0.1559 1.9371 -4.2585
103 H -0.8816 2.2944 -6.4805
104 H -3.1102 1.3439 -6.9772
105 H -4.3112 0.0415 -5.2477
106 H -3.2831 -0.3005 -3.0139

Calculated values
2S+1 = 5
energy relative to the best compared isomer or geometry (same formula, charge and spin) = 78.69 kJ/mol
total charge = 0
frontier orbital gap (spin up / spin down) = 7.96 / 7.59 eV
HOMO energy (spin up / spin down) = -7.3 / -8.3 eV

Results of the Mulliken charge analysis, in e, for atoms 1 through 4: 0.72, -0.53, 0.07, -0.41


2.
Density functional theory data (ωB97M-V/def2-TZVPD) for C49H51FGaN6 as an isolated structure.

Cartesian coordinates (Å):
1 Ga -0.2870 1.1257 -0.7492
2 C -4.5406 1.8043 1.8257
3 C -3.1502 2.4502 2.1820
4 C -3.2157 3.6273 3.2139
5 C -2.1792 1.4233 2.7146
6 C -2.6233 0.8451 3.8648
7 C -1.8849 -0.0074 4.6169
8 C -0.6422 -0.3310 4.1248
9 C -0.1465 0.1552 2.8946
10 C 1.3209 -0.2192 2.5312
11 C 2.3448 0.2219 3.5650
12 C 1.2703 -1.7216 2.2652
13 C -0.9202 1.0628 2.2017
14 N -0.4092 1.7847 1.0301
15 C -0.0656 3.1371 1.3924
16 C 0.5623 3.4132 2.6043
17 C 0.9504 4.6891 3.0143
18 C 0.7587 5.7633 2.1603
19 C 0.1072 5.5507 0.8904
20 C -0.3839 4.3272 0.6446
21 F -1.0503 4.1787 -0.5710
22 H -5.1198 2.6412 1.4127
23 H -5.0581 1.4584 2.7382
24 H -4.4580 1.0145 1.1124
25 H -2.8667 2.9121 1.2195
26 H -3.6858 3.2870 4.1562
27 H -3.7093 4.5184 2.8494
28 H -2.1730 3.8691 3.4645
29 H -3.6428 1.1884 4.0892
30 H -2.1482 -0.4445 5.5756
31 H -0.0301 -0.9644 4.7902
32 H 1.5925 0.3430 1.6028
33 H 2.2959 -0.2095 4.5810
34 H 2.3432 1.3471 3.7737
35 H 3.3713 -0.0218 3.2120
36 H 1.4605 -2.4032 3.1050
37 H 1.9327 -1.9360 1.4293
38 H 0.2707 -2.0155 1.9678
39 H 0.6729 2.5530 3.2762
40 H 1.3442 4.7818 3.9992
41 H 0.9654 6.7752 2.5216
42 H -0.1492 6.3700 0.2485
43 N -2.1455 1.6185 -1.6406
44 C -3.0163 0.6898 -2.3492
45 C -3.8625 1.2252 -3.2814
46 C -4.8419 0.3929 -3.7891
47 C -4.8146 -0.9913 -3.5050
48 C -3.9096 -1.5628 -2.6532
49 C -3.6838 -2.9312 -2.3166
50 C -1.9294 -3.9898 -1.3923
51 C -1.0757 -2.9520 -0.6812
52 N -2.0546 -1.0731 -1.0843
53 C -3.0324 -0.6473 -2.0216
54 H -2.6338 1.8979 -0.7909
55 H -1.9966 2.5167 -2.1007
56 H -3.8295 2.2235 -3.5786
57 H -5.5209 0.7445 -4.5961
58 H -5.4636 -1.6664 -4.0516
59 H -4.4868 -3.5325 -2.7327
60 H -1.7016 -4.9884 -1.1353
61 H -0.3396 -3.3925 0.0481
62 C 3.3975 -4.2657 0.5718
63 C 4.1591 -3.5525 -0.5996
64 C 5.4544 -3.9384 -0.8973
65 C 5.9939 -3.5964 -2.1325
66 C 5.2706 -2.9545 -3.1085
67 C 4.0761 -2.3823 -2.7101
68 C 3.4846 -2.7169 -1.4895
69 N 2.0529 -2.3549 -1.2442
70 C 1.6357 -1.0846 -1.0323
71 N 2.6347 -0.1670 -0.9883
72 C 2.5556 1.1786 -1.4404
73 C 1.3364 1.9423 -1.4986
74 C 1.4629 3.2674 -1.9906
75 C 2.6969 3.8510 -2.0686
76 C 3.8835 3.1458 -1.9232
77 C 3.7844 1.8088 -1.6347
78 C 5.1110 1.1754 -1.3793
79 N 0.3616 -0.8198 -1.0041
80 C -0.7175 -1.6841 -1.5281
81 C -0.5771 -1.9320 -2.9914
82 C -1.3420 -2.8031 -3.5873
83 C -2.2864 -3.6792 -2.8176
84 C -3.2545 -3.3265 -0.8678
85 C -2.3971 -2.2519 -0.1652
86 C -2.7252 -1.9029 1.2944
87 H 4.1459 -4.8973 1.0459
88 H 2.4863 -4.7192 0.1139
89 H 3.0770 -3.5628 1.3105
90 H 5.8835 -4.7810 -0.3457
91 H 7.0226 -3.9453 -2.3940
92 H 5.6172 -2.7793 -4.0690
93 H 3.5687 -1.6719 -3.3967
94 H 1.4690 -3.1320 -1.0142
95 H 3.5641 -0.5493 -0.9261
96 H 0.6174 3.9246 -1.8791
97 H 2.7614 4.9340 -2.3522
98 H 4.8579 3.5851 -2.1061
99 H 5.9023 1.8861 -1.6027
100 H 5.2617 0.1898 -1.8852
101 H 5.3117 0.6950 -0.3825
102 H -0.0429 -1.1753 -3.5608
103 H -1.3839 -2.8976 -4.6860
104 H -2.3988 -4.6525 -3.2670
105 H -3.9910 -3.8316 -0.2371
106 H -3.6264 -1.2148 1.4372
107 H -1.9508 -1.4060 1.8241
108 H -2.8904 -2.8822 1.7168

Calculated values
2S+1 = 1
total charge = +1
frontier orbital gap = 8.21 eV
HOMO energy = -10.0 eV

Results of the Mulliken charge analysis, in e, for atoms 1 through 4: -2.69, -1.64, 0.54, -1.38


3.
Density functional theory data (ωB97M-V/def2-TZVPD) for C49H51HgN5O5P3 as an isolated structure.

Cartesian coordinates (Å):
1 Hg 0.6898 -0.9812 -0.3895
2 N 2.4593 -1.1899 2.2666
3 C 3.0020 0.0309 2.8269
4 C 2.4450 1.3664 2.3264
5 O 3.1936 2.3126 2.2188
6 N 1.0756 1.5153 2.1794
7 C 0.5178 2.8037 1.9253
8 C -0.0479 2.9994 0.3846
9 O -0.6372 4.0585 0.2499
10 O 0.2065 2.0748 -0.3748
11 H 1.4997 -1.3223 2.5744
12 H 3.0139 -1.9845 2.5691
13 H 4.0729 0.0641 2.5955
14 H 2.8993 0.0846 3.9317
15 H 1.2746 3.5647 2.0943
16 H -0.3520 2.9497 2.5661
17 C -3.9750 -1.8590 -1.1043
18 N -3.8203 -3.0527 -0.3161
19 C -3.2545 -2.9059 1.0047
20 P -2.1626 -1.3727 1.3232
21 C -3.5351 -0.2195 1.7115
22 C -4.5393 -0.4971 2.6349
23 C -5.5223 0.4385 2.8983
24 C -5.5215 1.6541 2.2342
25 C -4.5408 1.9262 1.2946
26 C -3.5520 0.9942 1.0344
27 C -1.6733 -1.9417 3.0015
28 C -0.8054 -3.0297 3.0592
29 C -0.2874 -3.4659 4.2648
30 C -0.6156 -2.8062 5.4380
31 C -1.4157 -1.6767 5.3802
32 C -1.9309 -1.2390 4.1731
33 C -4.2340 -4.2912 -0.7365
34 C -4.5104 -4.5850 -2.0831
35 C -4.8805 -5.8523 -2.4798
36 C -5.0037 -6.8848 -1.5631
37 C -4.7539 -6.6109 -0.2295
38 C -4.3834 -5.3467 0.1813
39 P -2.2591 -1.2308 -1.5594
40 C -2.5671 0.0435 -2.8144
41 C -1.4597 0.3936 -3.5877
42 C -1.5675 1.3603 -4.5654
43 C -2.7773 2.0088 -4.7660
44 C -3.8590 1.7125 -3.9553
45 C -3.7593 0.7376 -2.9766
46 C -1.8176 -2.6618 -2.6236
47 C -1.3693 -3.7984 -1.9553
48 C -1.0098 -4.9380 -2.6511
49 C -1.0640 -4.9495 -4.0348
50 C -1.5036 -3.8231 -4.7078
51 C -1.8894 -2.6914 -4.0110
52 H -4.4610 -1.0826 -0.4967
53 H -4.5895 -2.0532 -1.9833
54 H -2.5966 -3.7640 1.1912
55 H -4.0497 -2.9215 1.7662
56 H -4.5531 -1.4407 3.1659
57 H -6.2816 0.2209 3.6391
58 H -6.2847 2.3878 2.4531
59 H -4.5339 2.8769 0.7831
60 H -2.7710 1.2035 0.3158
61 H -0.5098 -3.5146 2.1353
62 H 0.3875 -4.3119 4.2899
63 H -0.2202 -3.1481 6.3862
64 H -1.6220 -1.1239 6.2869
65 H -2.5108 -0.3292 4.1317
66 H -4.3999 -3.8281 -2.8444
67 H -5.0625 -6.0380 -3.5303
68 H -5.2895 -7.8780 -1.8794
69 H -4.8477 -7.3950 0.5108
70 H -4.2223 -5.1828 1.2358
71 H -0.5168 -0.1059 -3.4014
72 H -0.7108 1.6087 -5.1772
73 H -2.8736 2.7558 -5.5427
74 H -4.7914 2.2451 -4.0885
75 H -4.6055 0.5306 -2.3360
76 H -1.2942 -3.7701 -0.8754
77 H -0.6672 -5.8144 -2.1145
78 H -0.7508 -5.8271 -4.5865
79 H -1.5300 -3.8222 -5.7898
80 H -2.2297 -1.8230 -4.5561
81 C 2.5243 0.8254 -3.7650
82 P 2.2121 1.3261 -2.0001
83 C 3.8871 0.9011 -1.3270
84 C 2.4060 3.1297 -2.2468
85 C 1.3553 3.7822 -2.8876
86 C 1.4118 5.1410 -3.1325
87 C 2.5190 5.8747 -2.7347
88 C 3.5460 5.2429 -2.0568
89 C 3.4887 3.8815 -1.8082
90 H 1.7456 1.2677 -4.3828
91 H 2.4381 -0.2591 -3.8303
92 H 3.5001 1.1564 -4.1181
93 H 4.6946 1.2650 -1.9622
94 H 3.9533 -0.1832 -1.2374
95 H 3.9736 1.3238 -0.3279
96 H 0.4783 3.2132 -3.1662
97 H 0.5867 5.6355 -3.6275
98 H 2.5772 6.9368 -2.9381
99 H 4.4024 5.8119 -1.7158
100 H 4.2948 3.4181 -1.2594
101 O 1.7883 -2.8300 -3.3848
102 N 2.6222 -3.2450 -2.5433
103 C 3.9454 -3.0503 -2.7370
104 C 4.8779 -3.4718 -1.8203
105 C 4.4691 -4.1271 -0.6671
106 C 3.1115 -4.3407 -0.4853
107 C 2.2116 -3.8845 -1.4196
108 H 4.1967 -2.5276 -3.6481
109 H 5.9210 -3.2785 -2.0119
110 H 5.1884 -4.4654 0.0597
111 H 2.7419 -4.8635 0.3843
112 H 1.1459 -4.0321 -1.3438
113 O -0.9119 0.6174 2.2022
114 N 0.3174 0.4247 2.2588

Calculated values
2S+1 = 1
energy relative to the best compared isomer or geometry (same formula, charge and spin) = 165.87 kJ/mol
total charge = -1
frontier orbital gap = 6.24 eV
HOMO energy = -4.0 eV

Results of the Mulliken charge analysis, in e, for atoms 1 through 4: 1.59, 0.04, -0.58, 0.54


no.,molar mass (g/mol)
1,985.806
2,812.710
3,1083.489